# C39H66O33

11 unconnected molecules or ions with the total composition C39H66O33 at a distorted geometry (ωB97M-V/def2-TZVPD, OMol25).

Values from the calculation:
SMILES string   C[C@H]1COC(=O)O1.C[C@H]1COC(=O)O1.C[C@H]1COC(=O)O1.C[C@H]1COC(=O)O1.C[C@H]1COC(=O)O1.C[C@H]1COC(=O)O1.COC(=O)OC.COC(=O)OC.COC(=O)OC.COC(=O)OC.COC(=O)OC
HOMO-LUMO gap   10.5 eV
Strongest force on any atom   3.05 eV/A

Last column: Löwdin charge in e.
Atoms and positions in Å:
C (1.79, -1.88, 2.85)  -0.009
C (2.54, -3.17, 2.54)  -0.305
C (3.79, -3.47, 3.34)  -0.094
O (3.46, -4.69, 3.97)  0.079
C (2.26, -5.17, 3.59)  -0.560
O (1.83, -6.23, 3.89)  0.172
O (1.63, -4.25, 2.82)  0.078
H (1.85, -1.68, 3.92)  0.082
H (0.74, -1.85, 2.57)  0.080
H (2.34, -1.09, 2.34)  0.064
H (2.84, -3.20, 1.49)  0.146
H (4.04, -2.64, 4.02)  0.133
H (4.70, -3.57, 2.76)  0.133
C (-6.19, -2.47, 3.33)  -0.013
C (-6.15, -1.97, 1.91)  -0.299
C (-7.30, -1.12, 1.44)  -0.110
O (-6.77, 0.16, 1.20)  0.097
C (-5.46, 0.18, 1.42)  -0.554
O (-4.80, 1.17, 1.29)  0.157
O (-5.01, -1.04, 1.85)  0.042
H (-6.33, -1.62, 3.99)  0.098
H (-5.30, -3.04, 3.59)  0.088
H (-7.10, -3.08, 3.44)  0.093
H (-5.87, -2.66, 1.10)  0.147
H (-8.02, -1.05, 2.27)  0.135
H (-7.83, -1.58, 0.61)  0.140
C (-1.41, -3.45, 1.18)  -0.014
C (-2.57, -4.05, 0.39)  -0.300
C (-2.52, -3.61, -1.09)  -0.065
O (-2.41, -4.86, -1.81)  0.067
C (-2.49, -5.87, -0.91)  -0.573
O (-2.50, -7.03, -1.23)  0.154
O (-2.46, -5.46, 0.35)  0.111
H (-1.37, -4.02, 2.11)  0.093
H (-1.57, -2.40, 1.39)  0.075
H (-0.43, -3.60, 0.72)  0.094
H (-3.50, -3.61, 0.78)  0.137
H (-1.65, -2.97, -1.20)  0.105
H (-3.43, -3.19, -1.49)  0.138
C (0.46, -2.83, -6.52)  -0.014
C (-0.18, -2.96, -5.15)  -0.288
C (-0.77, -1.68, -4.51)  -0.121
O (-2.04, -2.06, -4.03)  0.064
C (-2.40, -3.22, -4.63)  -0.564
O (-3.45, -3.76, -4.48)  0.159
O (-1.35, -3.80, -5.21)  0.100
H (0.40, -3.75, -7.10)  0.089
H (1.46, -2.46, -6.33)  0.073
H (-0.06, -2.08, -7.12)  0.087
H (0.57, -3.39, -4.48)  0.141
H (-0.59, -0.83, -5.17)  0.130
H (-0.18, -1.46, -3.62)  0.115
C (-1.86, 5.44, 4.94)  -0.008
C (-1.74, 4.98, 3.50)  -0.284
C (-0.97, 5.90, 2.56)  -0.099
O (-0.28, 5.01, 1.68)  0.077
C (-0.21, 3.79, 2.29)  -0.549
O (0.39, 2.86, 1.85)  0.154
O (-0.92, 3.79, 3.40)  0.085
H (-2.55, 6.28, 4.99)  0.092
H (-0.92, 5.66, 5.44)  0.088
H (-2.38, 4.64, 5.45)  0.085
H (-2.71, 4.75, 3.06)  0.160
H (-0.33, 6.66, 2.99)  0.138
H (-1.73, 6.40, 1.96)  0.135
C (5.47, 3.22, -3.86)  -0.014
C (4.38, 2.62, -4.72)  -0.293
C (4.79, 1.32, -5.47)  -0.054
O (3.55, 0.58, -5.41)  0.056
C (2.84, 1.01, -4.35)  -0.585
O (1.94, 0.37, -3.88)  0.137
O (3.36, 2.12, -3.86)  0.093
H (5.11, 3.80, -3.01)  0.086
H (6.22, 3.80, -4.40)  0.088
H (6.05, 2.37, -3.50)  0.085
H (3.90, 3.33, -5.40)  0.158
H (5.48, 0.64, -4.97)  0.138
H (5.13, 1.61, -6.46)  0.138
C (3.78, -4.37, -6.88)  -0.013
O (3.93, -3.71, -5.61)  -0.043
C (4.92, -2.86, -5.38)  -0.631
O (5.78, -2.52, -6.14)  0.135
O (4.86, -2.36, -4.15)  0.008
C (3.67, -2.50, -3.37)  -0.027
H (4.75, -4.85, -7.00)  0.101
H (3.47, -3.66, -7.64)  0.099
H (3.15, -5.25, -6.77)  0.096
H (3.79, -3.38, -2.74)  0.101
H (2.73, -2.54, -3.92)  0.078
H (3.54, -1.59, -2.79)  0.081
C (-3.87, 5.82, -3.46)  -0.028
O (-2.96, 4.75, -3.19)  0.010
C (-3.32, 3.55, -3.59)  -0.624
O (-4.43, 3.19, -3.91)  0.111
O (-2.28, 2.73, -3.54)  0.011
C (-2.45, 1.34, -3.74)  -0.048
H (-4.33, 5.80, -4.45)  0.098
H (-3.29, 6.73, -3.34)  0.090
H (-4.60, 5.80, -2.66)  0.098
H (-2.68, 1.19, -4.80)  0.100
H (-3.33, 0.89, -3.28)  0.104
H (-1.57, 0.78, -3.48)  0.071
C (1.74, -0.23, -0.28)  -0.017
O (0.55, -0.76, -0.88)  -0.015
C (-0.69, -0.37, -0.54)  -0.604
O (-1.63, -0.58, -1.25)  0.143
O (-0.62, 0.14, 0.68)  -0.032
C (-1.78, 0.71, 1.29)  -0.012
H (1.47, 0.58, 0.39)  0.083
H (2.33, 0.17, -1.10)  0.082
H (2.22, -1.08, 0.19)  0.080
H (-1.53, 0.94, 2.32)  0.074
H (-2.56, -0.04, 1.34)  0.074
H (-2.15, 1.56, 0.72)  0.107
C (-0.47, 1.06, 4.92)  -0.023
O (0.24, 1.93, 5.79)  -0.021
C (-0.36, 2.38, 6.88)  -0.609
O (-1.54, 2.48, 7.09)  0.131
O (0.59, 2.86, 7.69)  0.003
C (0.25, 3.97, 8.50)  -0.047
H (0.04, 0.10, 4.91)  0.096
H (-0.37, 1.51, 3.93)  0.059
H (-1.55, 0.98, 5.06)  0.107
H (-0.61, 3.74, 9.14)  0.095
H (-0.04, 4.84, 7.92)  0.092
H (1.03, 4.16, 9.24)  0.095
C (3.53, 2.47, 0.96)  -0.042
O (3.33, 1.49, 1.97)  -0.011
C (3.15, 1.92, 3.21)  -0.626
O (3.17, 3.08, 3.59)  0.123
O (2.96, 0.91, 4.01)  -0.005
C (2.99, 1.04, 5.41)  -0.036
H (2.57, 2.96, 0.85)  0.088
H (3.92, 2.00, 0.05)  0.089
H (4.35, 3.16, 1.17)  0.099
H (2.66, 0.14, 5.92)  0.099
H (2.35, 1.86, 5.75)  0.076
H (3.97, 1.39, 5.75)  0.104

# C3H4N2O

C3H4N2O in the gas phase (ωB97M-V/def2-TZVPD, OMol25).

Values from the calculation:
SMILES string   Nc1cocn1
HOMO-LUMO gap   10.2 eV
Strongest force on any atom   0.27 eV/A

Last column: natural (NBO) charge in e.
Atoms and positions in Å:
N (1.81, -0.11, 0.30)  -0.831
C (0.42, -0.02, 0.09)  0.204
C (-0.30, 1.12, -0.03)  0.026
O (-1.60, 0.78, -0.22)  -0.405
C (-1.60, -0.57, -0.20)  0.325
N (-0.44, -1.11, -0.02)  -0.474
H (2.29, -0.35, -0.56)  0.373
H (2.02, -0.85, 0.96)  0.375
H (-0.05, 2.17, 0.01)  0.215
H (-2.55, -1.06, -0.32)  0.192

# C9H10CoF3NO2

A molecular structure, C9H10CoF3NO2 at a distorted geometry (ωB97M-V/def2-TZVPD, OMol25).

Values from the calculation:
Total charge   -1
HOMO-LUMO gap (spin up / spin down)   6.3 / 7.4 eV
2S+1   5
Strongest force on any atom   4.37 eV/A
<S²>   6.0268

Last column: Mulliken spin population.
Atoms and positions in Å:
C (-0.84, 0.96, -1.89)  0.111
C (0.55, 0.76, -2.15)  0.008
C (1.29, 1.56, -1.23)  0.072
C (0.36, 2.24, -0.41)  0.122
C (-0.96, 1.86, -0.80)  0.051
Co (0.05, 0.10, -0.28)  2.726
N (-1.28, -1.11, 0.18)  0.428
C (-0.34, -2.15, 0.04)  -0.062
C (0.81, -1.63, -0.77)  0.507
H (2.36, 1.72, -1.24)  0.008
H (0.96, 0.22, -2.99)  -0.021
H (0.60, 3.00, 0.32)  -0.001
H (-1.88, 2.30, -0.42)  0.008
H (-1.66, 0.57, -2.49)  0.000
H (0.80, -1.91, -1.82)  -0.030
H (-0.86, -2.89, -0.57)  0.011
H (-2.03, -1.10, 0.88)  0.002
H (1.83, -1.79, -0.42)  -0.014
H (0.05, -2.64, 0.94)  0.018
F (2.11, 1.60, 4.70)  0.001
C (1.58, 0.62, 3.96)  0.013
F (2.44, -0.43, 4.01)  0.000
F (0.45, 0.24, 4.59)  0.000
C (1.27, 0.99, 2.45)  -0.001
O (1.46, 2.16, 2.16)  0.001
O (0.89, 0.07, 1.71)  0.040

# C4H10N2

2 unconnected molecules or ions with the total composition C4H10N2 at a distorted geometry (ωB97M-V/def2-TZVPD, OMol25).

Values from the calculation:
SMILES string   C=CN.C=NC
HOMO-LUMO gap   8.8 eV
Strongest force on any atom   4.28 eV/A

Last column: natural (NBO) charge in e.
Atoms and positions in Å:
C (-2.21, -1.68, 0.60)  -0.548
C (-1.98, -1.05, -0.61)  0.039
N (-1.36, 0.12, -0.98)  -0.843
H (-1.78, -1.42, 1.62)  0.193
H (-3.17, -2.03, 0.61)  0.203
H (-2.33, -1.59, -1.50)  0.176
H (-0.40, 0.37, -0.70)  0.397
H (-1.63, 0.42, -1.93)  0.381
C (1.38, 0.58, 1.81)  -0.005
N (1.87, 0.67, 0.67)  -0.493
C (2.21, 0.98, -0.83)  -0.394
H (1.79, -0.15, 2.52)  0.144
H (0.60, 1.31, 2.14)  0.122
H (3.06, 0.40, -1.21)  0.208
H (2.58, 2.01, -0.69)  0.221
H (1.39, 1.05, -1.52)  0.199

# C4H6S2

C4H6S2 in the gas phase at a distorted geometry (ωB97M-V/def2-TZVPD, OMol25).

Values from the calculation:
SMILES string   S=C/C=C/CS
HOMO-LUMO gap   8.0 eV
Strongest force on any atom   1.56 eV/A

Last column: natural (NBO) charge in e.
Atoms and positions in Å:
S (3.27, -0.33, -0.15)  0.041
C (1.84, 0.13, 0.49)  -0.286
C (0.60, 0.36, -0.25)  -0.285
C (-0.54, 0.69, 0.36)  -0.108
C (-1.80, 0.70, -0.41)  -0.575
S (-3.02, -0.51, 0.10)  -0.010
H (1.82, 0.40, 1.56)  0.199
H (0.63, 0.23, -1.33)  0.216
H (-0.58, 0.76, 1.46)  0.214
H (-2.32, 1.69, -0.29)  0.243
H (-1.60, 0.62, -1.47)  0.226
H (-2.44, -1.67, -0.25)  0.126

The energy above the lowest of the compared OMol25 structures with the same formula, charge and spin results, record by record, are as follows: 0.000; 0.908; 0.000; 4.705; 0.842 eV.